Entry from the OMol25 dataset: a molecular structure, C37H29BBr4N5O2PV in a non-equilibrium geometry (the ωB97M-V functional and the def2-TZVPD basis).

frontier orbital gap (alpha / beta)	0.21227 / 0.20514	Eh
total energy	-13457.906528	Eh
HOMO level (alpha / beta)	-3.79 / -3.72	eV
multiplicity	3
expectation value of S²	2.1852
net charge	-1

Last column: Mulliken spin population.
Atoms and positions in Å:
V1 0.3413 0.2683 -0.4510  2.022
B1 4.8723 -1.1697 -0.3052  -0.003
N1 4.1915 -0.9744 1.1112  0.004
C1 4.5731 -0.0881 2.0134  -0.014
C2 3.5051 0.0730 3.0670  0.012
C3 2.4111 -0.7345 2.2704  -0.052
N2 3.0240 -1.5719 1.2814  0.015
N3 3.7330 -1.1179 -1.3833  0.006
C4 3.5396 -2.0315 -2.3459  0.000
C5 2.5778 -1.5704 -3.2240  0.001
C6 2.2335 -0.3222 -2.6978  0.005
N4 2.9183 -0.0536 -1.5746  0.001
H1 5.4222 -2.2480 -0.3873  0.000
H2 5.6292 -0.2308 -0.4696  0.000
H3 5.5335 0.3990 1.9376  -0.002
H4 3.7976 -0.1715 4.0984  0.000
H5 1.6001 -1.2172 2.8112  0.013
H6 4.0954 -2.9563 -2.3377  0.000
H7 2.1652 -2.0707 -4.0844  0.000
H8 1.5242 0.3963 -3.0860  -0.005
Br1 -0.8797 -5.6676 -3.6876  0.000
C7 -0.8694 -3.8336 -3.2219  -0.002
C8 -1.4338 -2.8865 -4.0663  0.010
Br2 -2.2213 -3.3849 -5.7124  0.000
C9 -1.4349 -1.5341 -3.6750  -0.007
Br3 -2.1756 -0.1604 -4.7492  0.000
C10 -0.8832 -1.1330 -2.4711  0.000
O1 -0.8779 0.1280 -2.0264  0.007
C11 -0.2800 -2.1021 -1.6247  0.014
O2 0.2440 -1.6580 -0.4947  -0.044
C12 -0.2970 -3.4305 -2.0045  0.009
Br4 0.5099 -4.6296 -0.7970  0.001
C13 -5.6022 2.1035 -1.3939  -0.001
C14 -4.3440 2.4691 -1.8506  0.001
C15 -3.2082 1.9382 -1.2551  -0.005
C16 -3.3213 1.0388 -0.1954  0.002
C17 -4.5886 0.6777 0.2591  0.002
C18 -5.7240 1.2102 -0.3375  0.001
P1 -1.7920 0.4197 0.5759  -0.096
C19 -2.2373 -1.2779 1.0952  -0.002
C20 -1.8392 -1.7776 2.3305  0.000
C21 -2.0230 -3.1190 2.6350  0.000
C22 -2.5885 -3.9761 1.7018  -0.002
C23 -2.9832 -3.4855 0.4644  0.000
C24 -2.8125 -2.1426 0.1639  0.002
C25 -1.6135 1.2947 2.1571  -0.061
C26 -2.4889 1.7850 3.0585  0.164
C27 -1.9684 2.2868 4.3178  -0.095
C28 -0.6504 2.2543 4.6214  0.117
C29 0.3416 1.7492 3.6817  -0.113
C30 1.6827 1.7681 3.9024  0.248
C31 2.6886 1.3721 2.8561  -0.010
C32 2.0252 0.6531 1.6383  -0.035
C33 0.5824 0.8348 1.3775  -0.259
C34 -0.2029 1.2869 2.4057  0.087
H9 -6.4905 2.5041 -1.8703  0.000
H10 -4.2468 3.1525 -2.6852  0.000
H11 -2.2249 2.1848 -1.6336  0.011
H12 -4.6874 -0.0273 1.0757  0.000
H13 -6.7052 0.9197 0.0180  0.000
H14 -1.3672 -1.1228 3.0528  0.002
H15 -1.7032 -3.4987 3.5981  0.000
H16 -2.7036 -5.0291 1.9290  0.000
H17 -3.4028 -4.1523 -0.2792  0.000
H18 -3.0995 -1.7734 -0.8141  0.000
H19 -3.5569 1.7828 2.8733  0.011
H20 -2.6659 2.6892 5.0447  -0.007
H21 -0.3104 2.6278 5.5827  0.000
H22 2.0541 2.2062 4.8271  -0.002
H23 3.3232 2.2347 2.6123  0.009
H24 2.6395 0.7701 0.7448  -0.044
C35 3.1830 3.6404 -2.7199  0.009
C36 1.8696 4.1221 -2.0835  -0.001
C37 1.1646 2.9987 -1.4753  0.196
N5 0.7168 2.0835 -0.9554  -0.131
H25 3.7279 4.4955 -3.1176  0.000
H26 2.9847 2.9405 -3.5297  -0.001
H27 3.8045 3.1289 -1.9868  -0.001
H28 1.2163 4.5811 -2.8240  0.006
H29 2.0585 4.8620 -1.3067  0.005